{
  "formula": "C37H44AsN4O10S3TeV",
  "method": "the ωB97M-V functional and the def2-TZVPD basis",
  "symbols": ["V", "O", "As", "O", "O", "C", "C", "C", "C", "C", "C", "S", "O", "O", "O", "H", "H", "H", "H", "H", "C", "C", "C", "N", "N", "C", "N", "S", "H", "H", "H", "H", "H", "H", "H", "C", "C", "O", "N", "Te", "C", "C", "C", "C", "C", "C", "C", "C", "C", "C", "C", "C", "C", "C", "C", "C", "C", "C", "H", "H", "H", "H", "H", "H", "H", "H", "H", "H", "H", "H", "H", "H", "H", "H", "H", "H", "H", "H", "H", "H", "H", "H", "H", "C", "C", "C", "C", "C", "C", "C", "S", "O", "O", "O", "H", "H", "H", "H", "H", "H", "H"],
  "coordinates": [[1.295, 0.635, -1.233], [4.374, 1.684, 1.713], [3.673, 0.555, 0.596], [1.986, 0.925, 0.562], [4.320, 0.553, -0.899], [3.922, -1.109, 1.514], [5.040, -1.256, 2.317], [5.332, -2.491, 2.888], [4.519, -3.584, 2.666], [3.385, -3.462, 1.870], [3.109, -2.228, 1.305], [1.698, -2.115, 0.289], [0.623, -1.361, 1.137], [1.179, -3.415, -0.021], [2.082, -1.304, -0.888], [3.831, 2.480, 1.785], [5.688, -0.409, 2.504], [6.212, -2.596, 3.509], [4.761, -4.540, 3.109], [2.735, -4.303, 1.683], [-5.359, 3.079, -1.880], [-4.279, 2.458, -2.759], [-2.900, 2.895, -2.381], [-1.998, 2.089, -1.948], [-0.794, 2.696, -1.677], [-0.839, 3.976, -1.894], [0.177, 4.826, -1.587], [-2.360, 4.542, -2.476], [-6.348, 2.756, -2.199], [-5.336, 4.169, -1.926], [-5.219, 2.783, -0.842], [-4.459, 2.698, -3.810], [-4.283, 1.370, -2.670], [1.068, 4.371, -1.441], [0.226, 5.686, -2.110], [-0.882, -0.068, -3.830], [-1.216, -0.388, -2.411], [-2.234, -0.949, -2.062], [-0.208, -0.119, -1.459], [-1.280, -1.767, 0.327], [-1.723, -2.998, 1.968], [-2.077, -4.308, 1.626], [-2.058, -4.869, 0.226], [-2.517, -5.160, 2.637], [-2.593, -4.747, 3.958], [-3.069, -5.672, 5.039], [-2.184, -3.453, 4.266], [-1.735, -2.566, 3.298], [-1.260, -1.223, 3.765], [-2.555, -0.200, 0.933], [-3.879, -0.603, 0.791], [-4.339, -1.935, 0.262], [-4.872, 0.313, 1.124], [-4.572, 1.601, 1.537], [-5.655, 2.577, 1.894], [-3.233, 1.972, 1.602], [-2.197, 1.092, 1.312], [-0.791, 1.584, 1.478], [-1.734, -0.313, -4.460], [-0.011, -0.650, -4.134], [-0.620, 0.983, -3.929], [-1.306, -4.427, -0.434], [-3.034, -4.762, -0.254], [-1.837, -5.934, 0.263], [-2.802, -6.171, 2.377], [-3.432, -6.611, 4.626], [-3.876, -5.218, 5.614], [-2.262, -5.899, 5.736], [-2.195, -3.125, 5.299], [-0.707, -1.342, 4.696], [-2.102, -0.554, 3.955], [-0.593, -0.728, 3.065], [-3.592, -2.559, -0.237], [-5.099, -1.771, -0.501], [-4.761, -2.546, 1.062], [-5.907, 0.009, 1.022], [-6.639, 2.200, 1.623], [-5.504, 3.531, 1.391], [-5.657, 2.773, 2.967], [-2.973, 2.982, 1.899], [-0.683, 2.575, 1.040], [-0.038, 0.936, 1.025], [-0.540, 1.660, 2.539], [8.374, 2.555, -3.683], [6.882, 2.521, -3.511], [6.106, 1.628, -4.242], [4.736, 1.555, -4.056], [4.147, 2.402, -3.132], [4.890, 3.301, -2.384], [6.255, 3.358, -2.591], [2.428, 2.328, -2.930], [1.808, 3.227, -3.846], [1.982, 0.878, -3.071], [2.089, 2.541, -1.473], [8.666, 2.206, -4.671], [8.855, 1.908, -2.947], [8.766, 3.561, -3.543], [6.580, 0.976, -4.964], [4.142, 0.847, -4.616], [4.417, 3.943, -1.653], [6.849, 4.061, -2.021]],
  "mulliken_spin": [1.13, 0.00, 0.01, -0.01, 0.00, 0.00, 0.00, 0.00, 0.00, 0.00, 0.01, 0.00, 0.01, 0.00, 0.00, 0.00, 0.00, 0.00, 0.00, 0.00, 0.00, 0.00, 0.00, 0.00, -0.01, 0.00, 0.00, 0.00, 0.00, 0.00, 0.00, 0.00, 0.00, 0.00, 0.00, 0.00, 0.03, -0.03, -0.21, 0.02, 0.00, 0.00, 0.00, 0.00, 0.00, 0.00, 0.00, 0.00, 0.00, 0.00, 0.00, 0.00, 0.00, 0.00, 0.00, 0.00, 0.00, 0.00, 0.00, 0.00, 0.00, 0.00, 0.00, 0.00, 0.00, 0.00, 0.00, 0.00, 0.00, 0.00, 0.00, 0.00, 0.00, 0.00, 0.00, 0.00, 0.00, 0.00, 0.00, 0.00, 0.00, 0.02, 0.00, 0.00, 0.00, 0.00, 0.00, 0.00, 0.00, 0.00, 0.00, 0.00, 0.00, 0.01, 0.00, 0.00, 0.00, 0.00, 0.00, 0.00, 0.00],
  "homo_lumo_gap_ha": [0.2642, 0.2691],
  "lumo_ha": [-0.13883, -0.13396],
  "total_charge": 1,
  "s2": 0.784,
  "spin_multiplicity": 2
}

---

{
  "formula": "C37H44BaIN6O4S2Si",
  "method": "the ωB97M-V functional and the def2-TZVPD basis",
  "symbols": ["Ba", "C", "C", "C", "C", "N", "C", "S", "N", "H", "H", "H", "H", "H", "C", "C", "C", "N", "C", "S", "N", "C", "O", "C", "C", "C", "C", "C", "C", "H", "H", "H", "H", "H", "H", "H", "H", "H", "H", "H", "H", "H", "H", "C", "N", "N", "C", "O", "C", "C", "C", "C", "C", "C", "C", "C", "C", "H", "H", "H", "H", "H", "H", "H", "H", "H", "H", "H", "H", "I", "C", "C", "C", "C", "C", "C", "C", "O", "O", "H", "H", "H", "H", "C", "Si", "C", "C", "H", "H", "H", "H", "H", "H", "H", "H", "H"],
  "coordinates": [[1.262, 1.440, 0.304], [-0.513, 1.213, 4.140], [-0.936, 0.123, 3.207], [-2.180, -0.493, 3.299], [-2.497, -1.389, 2.298], [-1.655, -1.740, 1.333], [-0.415, -1.198, 1.383], [0.789, -1.730, 0.267], [-0.072, -0.230, 2.259], [-1.048, 1.154, 5.087], [-0.732, 2.169, 3.662], [0.561, 1.166, 4.314], [-2.884, -0.238, 4.079], [-3.478, -1.854, 2.260], [-3.501, -4.211, -1.259], [-2.850, -3.836, -2.585], [-1.646, -2.918, -2.411], [-1.996, -1.681, -1.741], [-1.933, -0.479, -2.286], [-1.401, -0.119, -3.832], [-2.347, 0.569, -1.450], [-3.476, 0.626, -0.657], [-3.609, 1.510, 0.163], [-4.600, -0.342, -0.900], [-4.948, -0.777, -2.175], [-6.066, -1.579, -2.350], [-6.831, -1.961, -1.257], [-6.492, -1.517, 0.014], [-5.389, -0.695, 0.189], [-4.324, -4.914, -1.407], [-3.906, -3.332, -0.755], [-2.773, -4.669, -0.585], [-3.580, -3.354, -3.242], [-2.508, -4.740, -3.099], [-1.207, -2.656, -3.372], [-0.882, -3.400, -1.796], [-2.095, -1.746, -0.723], [-1.822, 1.446, -1.506], [-4.355, -0.482, -3.032], [-6.338, -1.908, -3.345], [-7.696, -2.597, -1.397], [-7.095, -1.801, 0.868], [-5.132, -0.300, 1.162], [3.100, -4.182, -1.428], [3.401, -2.978, -2.208], [3.691, -1.867, -1.407], [3.012, -0.754, -1.849], [3.134, 0.373, -1.360], [2.213, -1.215, -2.960], [2.433, -2.535, -3.102], [1.763, -3.494, -4.020], [4.807, -1.881, -0.541], [5.958, -2.575, -0.898], [7.048, -2.573, -0.042], [7.000, -1.865, 1.151], [5.849, -1.170, 1.495], [4.743, -1.185, 0.660], [3.956, -4.416, -0.798], [2.946, -5.007, -2.120], [2.215, -4.035, -0.802], [1.529, -0.604, -3.524], [1.111, -2.944, -4.696], [1.148, -4.204, -3.462], [2.491, -4.060, -4.604], [5.990, -3.100, -1.844], [7.945, -3.113, -0.318], [7.859, -1.852, 1.809], [5.803, -0.610, 2.420], [3.834, -0.670, 0.932], [-5.258, 8.053, 0.787], [-3.894, 6.473, 0.631], [-3.441, 5.851, 1.785], [-2.542, 4.802, 1.672], [-2.097, 4.384, 0.426], [-2.560, 5.020, -0.717], [-3.464, 6.068, -0.624], [-1.130, 3.234, 0.314], [-0.787, 2.639, 1.361], [-0.700, 2.931, -0.840], [-3.785, 6.179, 2.756], [-2.176, 4.290, 2.552], [-2.203, 4.682, -1.680], [-3.828, 6.562, -1.514], [3.923, 2.433, 3.859], [3.722, 3.070, 2.046], [5.531, 2.868, 1.416], [3.681, 4.969, 2.358], [4.764, 2.926, 4.363], [4.102, 1.352, 3.889], [3.022, 2.624, 4.452], [6.251, 3.288, 2.130], [5.668, 3.384, 0.460], [5.793, 1.819, 1.248], [4.513, 5.284, 3.001], [2.748, 5.277, 2.839], [3.757, 5.522, 1.418]],
  "lowdin_charge": [1.65, -0.02, -0.34, -0.02, -0.15, 0.03, -0.90, 0.53, -0.03, 0.08, 0.07, 0.08, 0.10, 0.10, -0.10, -0.23, -0.22, 0.03, -0.85, 0.62, 0.12, -0.40, 0.11, -0.14, -0.03, -0.08, -0.09, -0.08, -0.03, 0.07, 0.05, 0.08, 0.10, 0.10, 0.06, 0.10, 0.09, 0.10, 0.10, 0.10, 0.10, 0.10, 0.11, -0.02, -0.06, 0.03, -0.50, -0.18, 0.05, -0.27, -0.02, -0.19, -0.03, -0.09, -0.09, -0.07, 0.00, 0.08, 0.09, 0.06, 0.09, 0.08, 0.08, 0.09, 0.11, 0.10, 0.10, 0.11, 0.09, 0.81, -0.74, -0.15, -0.01, -0.13, -0.01, -0.15, -0.70, -0.21, -0.21, 0.09, 0.12, 0.12, 0.09, -0.32, 0.36, -0.31, -0.32, 0.01, -0.01, -0.01, 0.01, 0.00, -0.02, 0.01, 0.00, 0.00],
  "homo_lumo_gap_ha": 0.1991,
  "lumo_ha": 0.07507,
  "total_charge": -1,
  "spin_multiplicity": 1
}

---

Energy above the lowest of the compared OMol25 structures with the same formula, charge and spin, record by record: 2.261 0.323 eV